## one
This record from OMol25 describes an isolated molecule of C6H6N2O. The level of theory is ωB97M-V/def2-TZVPD.

Values from the calculation:
Molecular weight = 122.1 g/mol
Spin multiplicity = 1
Structure (SMILES) = N#C[C@H]1NC(=O)C12CC2
Gap between HOMO and LUMO = 11.099 eV
Highest occupied orbital energy = -10.4885 eV

Each line ends with the natural charge from an NBO analysis.
Positions of all 15 atoms, in Å:
H 1.829 0.735 -1.221  0.2309
C -0.509 0.572 -0.926  -0.4004
C 0.974 0.200 -1.019  -0.3922
N 1.488 -3.007 0.594  -0.2940
H -0.357 -0.400 3.255  0.4107
O 0.419 2.058 2.160  -0.5558
C 0.238 0.169 0.337  -0.1181
C 0.293 0.989 1.650  0.6947
H -1.054 -1.512 1.054  0.2224
H 1.084 -0.740 -1.530  0.2232
C -0.103 -1.088 1.211  -0.1567
H -1.005 -0.252 -1.374  0.2337
C 0.801 -2.193 1.053  0.2620
H -0.751 1.605 -0.833  0.2417
N -0.074 -0.158 2.328  -0.6021

=====

## two
This record from OMol25 describes an isolated molecule of C6H6N2O. The level of theory is ωB97M-V/def2-TZVPD.

Values from the calculation:
Molecular weight = 122.1 g/mol
Spin multiplicity = 1
Structure (SMILES) = CC1=NN=C2C=CO[C@@H]12
Gap between HOMO and LUMO = 9.642 eV
Highest occupied orbital energy = -9.1895 eV

Each line ends with the natural charge from an NBO analysis.
Positions of all 15 atoms, in Å:
H 1.263 3.111 0.924  0.2331
H -1.232 0.533 -0.543  0.2229
C -0.004 -1.095 -0.521  0.2437
O 0.693 1.438 -0.195  -0.4870
N -0.151 -1.764 0.506  -0.2556
H 1.167 -1.364 -2.613  0.2431
C 0.603 2.115 0.997  0.1959
N -0.438 -0.924 1.652  -0.2514
C -0.302 0.318 -0.083  -0.0234
H -0.680 1.719 2.927  0.2559
C -0.151 1.470 1.860  -0.3668
C -0.345 0.214 1.333  0.1735
H -0.758 -1.329 -2.467  0.2247
C 0.189 -1.680 -1.985  -0.6519
H 0.145 -2.761 -1.792  0.2433

=====

## three
This record from OMol25 describes an isolated molecule of C6H6N2O. The level of theory is ωB97M-V/def2-TZVPD.

Values from the calculation:
Molecular weight = 122.1 g/mol
Spin multiplicity = 1
Structure (SMILES) = Cc1cccc(N=O)n1
Gap between HOMO and LUMO = 8.642 eV
Highest occupied orbital energy = -7.9689 eV

Each line ends with the natural charge from an NBO analysis.
Positions of all 15 atoms, in Å:
C 1.380 -0.197 -0.266  0.2711
C -0.913 -0.530 0.030  0.2604
H -1.499 -2.448 -0.075  0.2460
O 3.468 -0.802 0.521  -0.2141
H -0.097 2.778 0.099  0.2078
N 0.451 -0.980 -0.120  -0.4546
H -1.822 1.167 0.197  0.1337
C -1.947 -1.498 0.029  -0.6423
N 2.876 -0.839 -0.395  0.1818
H -2.240 -1.419 0.801  0.1948
C 0.207 1.809 0.096  -0.1313
C 1.416 1.226 -0.094  -0.3174
H -2.604 -0.930 -0.498  0.2382
H 2.360 1.798 -0.454  0.2330
C -1.036 0.866 0.129  -0.2071

=====

Tell me which of them is the least stable. Sure, it is three.

=====

## one
This record from OMol25 describes an isolated ion of composition C3H8N3 and charge +1. The level of theory is ωB97M-V/def2-TZVPD.

Values from the calculation:
Molecular weight = 86.1 g/mol
Spin multiplicity = 1
Gap between HOMO and LUMO (spin up / spin down) = 7.458 / 7.458 eV
Highest occupied orbital energy (spin up / spin down) = -12.3300 / -12.3294 eV
Net charge = +1

Each line ends with the natural charge from an NBO analysis.
Positions of all 14 atoms, in Å:
N -0.534 0.601 -1.309  -0.3952
C -0.807 0.306 -2.539  0.1124
N 0.258 -0.762 0.250  -0.4479
H 0.345 -0.637 3.572  0.2224
C 0.077 -1.167 2.686  -0.1215
H 1.074 1.265 -0.148  0.2009
H 1.591 -0.160 -1.227  0.2357
H -0.102 0.038 -3.264  0.2249
H -1.178 0.689 -0.570  0.4384
N 0.437 -0.499 1.587  -0.2459
H -0.522 -2.199 2.625  0.2561
H 0.958 0.478 1.675  0.3967
H -1.905 0.276 -2.917  0.2420
C 0.740 0.301 -0.568  -0.1191

=====

## two
This record from OMol25 describes an isolated ion of composition C3H8N3 and charge +1. The level of theory is ωB97M-V/def2-TZVPD.

Values from the calculation:
Molecular weight = 86.1 g/mol
Spin multiplicity = 1
Structure (SMILES) = C=N/N=C(\C)[NH3+]
Gap between HOMO and LUMO = 10.464 eV
Highest occupied orbital energy = -14.5383 eV
Net charge = +1

Each line ends with the natural charge from an NBO analysis.
Positions of all 14 atoms, in Å:
H -0.768 1.517 0.752  0.2660
C -0.290 0.587 1.004  -0.7458
H -1.791 -0.939 -1.410  0.4689
C -0.130 -0.416 -0.103  0.3519
H 0.824 1.496 -1.016  0.1846
H 0.613 0.928 1.433  0.2851
N -1.405 -1.240 -0.414  -0.7434
N 1.908 -0.195 -0.498  -0.1980
H 2.516 1.547 -0.306  0.2248
C 1.614 1.037 -0.518  -0.0812
H -1.104 -2.270 -0.383  0.4766
H -0.610 0.094 1.963  0.2626
H -2.237 -1.211 0.163  0.4468
N 0.859 -0.934 -0.669  -0.1989

=====

## three
This record from OMol25 describes a 2-piece molecular cluster, C3H8N3 overall. The level of theory is ωB97M-V/def2-TZVPD.

Values from the calculation:
Molecular weight = 86.1 g/mol
Spin multiplicity = 1
Gap between HOMO and LUMO = 8.726 eV
Highest occupied orbital energy = -13.3315 eV
Net charge = +1

Each line ends with the natural charge from an NBO analysis.
Positions of all 14 atoms, in Å:
N 2.550 0.361 0.454  -1.0526
C -1.597 1.119 -0.020  -0.0712
H 1.201 -0.078 -0.515  0.3692
H -2.007 2.023 0.438  0.1631
H 3.111 -0.327 0.891  0.3945
H -2.960 -0.041 1.186  0.4281
H 3.172 1.048 -0.095  0.4044
H 2.009 0.884 1.163  0.3888
N -1.651 -1.151 0.007  -0.3729
N -2.199 0.077 0.513  -0.4152
C 0.435 -0.633 -1.217  -0.4363
H -2.162 -1.932 0.171  0.4319
H 0.763 -0.366 -2.197  0.3020
C -0.664 -0.984 -0.779  0.4661

=====

## four
This record from OMol25 describes an isolated ion of composition C3H8N3 and charge +1. The level of theory is ωB97M-V/def2-TZVPD.

Values from the calculation:
Molecular weight = 86.1 g/mol
Spin multiplicity = 1
Structure (SMILES) = NNC=[N+]1CC1
Gap between HOMO and LUMO = 9.850 eV
Highest occupied orbital energy = -13.4997 eV
Net charge = +1

Each line ends with the natural charge from an NBO analysis.
Positions of all 14 atoms, in Å:
H 0.779 -1.565 0.072  0.2313
H -1.641 1.368 -0.929  0.2306
C -1.727 0.810 -0.004  -0.2190
H 3.372 0.553 -0.510  0.3872
H -2.291 -1.117 -0.990  0.2322
N 2.795 0.059 0.167  -0.6212
H -2.031 1.402 0.850  0.2395
C -2.104 -0.631 -0.041  -0.1941
H 2.966 -0.938 0.125  0.3791
H -2.661 -1.045 0.791  0.2386
N 1.449 0.397 0.038  -0.3538
C 0.478 -0.522 0.073  0.3613
H 1.391 1.447 0.111  0.4431
N -0.775 -0.219 0.248  -0.3547

=====

Tell me which of them is the least stable. Sure, it is three.

=====

## one
This record from OMol25 describes C3H8N3 as an isolated structure. The level of theory is ωB97M-V/def2-TZVPD.

Values from the calculation:
Molecular weight = 86.1 g/mol
Spin multiplicity = 1
Gap between HOMO and LUMO = 8.165 eV
Highest occupied orbital energy = -12.2492 eV
Net charge = +1

Each line ends with the natural charge from an NBO analysis.
Positions of all 14 atoms, in Å:
N -1.125 1.011 0.415  -0.5678
C 1.294 -0.527 0.039  -0.0658
H 2.244 0.754 -1.210  0.4025
C -1.804 0.503 -0.648  0.2248
N -1.558 -0.745 -0.296  -0.5504
H -2.542 0.856 -1.441  0.2622
H 2.769 0.756 0.437  0.3940
H 1.003 -1.145 -0.775  0.2012
H -1.952 -1.595 -0.779  0.4651
H -0.695 1.809 1.019  0.4785
C -0.801 -0.277 0.768  0.0248
H -0.693 -0.715 1.757  0.2451
H 1.512 -0.981 0.988  0.1969
N 2.345 0.296 -0.275  -0.7109

=====

## two
This record from OMol25 describes an isolated ion of composition C3H8N3 and charge +1. The level of theory is ωB97M-V/def2-TZVPD.

Values from the calculation:
Molecular weight = 86.1 g/mol
Spin multiplicity = 1
Structure (SMILES) = [H]/N=C/C([NH3+])=C\N
Gap between HOMO and LUMO = 9.190 eV
Highest occupied orbital energy = -12.8676 eV
Net charge = +1

Each line ends with the natural charge from an NBO analysis.
Positions of all 14 atoms, in Å:
H -0.277 1.402 1.515  0.4544
H 1.066 0.971 2.621  0.4212
C 0.122 -0.284 -0.248  -0.1588
H -0.120 -1.273 -2.023  0.4505
C 0.857 -0.092 0.893  0.1244
H -1.598 0.168 -1.506  0.1650
H -2.274 1.916 -0.114  0.3843
H 0.444 -2.283 -0.819  0.4422
H 1.484 -1.208 -1.551  0.4449
N -1.436 1.422 0.170  -0.6652
N 0.550 0.844 1.768  -0.7139
N 0.519 -1.336 -1.216  -0.6585
H 1.721 -0.719 1.092  0.2136
C -1.059 0.472 -0.583  0.0959

=====

Tell me which of them is the least stable. Sure, it is one.